#i
Density functional theory data (ωB97M-V with the def2-TZVPD basis set) for a cluster of 2 separate species, C2H7NO2S2 in total.

Positions of all 14 atoms, in Å:
C 1.574 1.291 -1.488
C -1.783 -0.720 1.158
N 3.063 -2.046 0.248
O 1.420 -0.358 1.110
O 2.165 0.016 -1.400
S -2.107 -0.717 -0.606
S 1.824 -1.121 -0.063
H 1.690 1.580 -2.543
H 2.072 1.989 -0.802
H 0.487 1.356 -1.211
H -2.075 0.230 1.470
H -0.693 -0.978 1.360
H -2.492 -1.457 1.526
H 3.700 -2.218 -0.448

For the molar mass, the calculation gives 141.217 g mol⁻¹. The LUMO energy (alpha / beta) is -0.090 / -0.067 Eh. Its HOMO energy (alpha / beta) is -9.2 / -8.8 eV.

=====

#ii
Density functional theory data (ωB97M-V with the def2-TZVPD basis set) for the molecule C2H7NO2S2.

Positions of all 14 atoms, in Å:
C 1.094 0.833 0.163
C 0.589 -0.363 -0.579
N -1.924 -0.520 0.473
O 0.081 -0.729 2.137
O 1.566 -1.195 -1.110
S -0.145 2.097 0.378
S -0.375 -1.302 0.852
H 1.926 1.299 -0.562
H 1.628 0.587 1.202
H -0.329 -0.095 -1.147
H -2.463 -0.404 1.371
H -2.336 -1.060 -0.266
H 1.529 -1.157 -2.122
H -0.840 2.008 -0.790

For the molar mass, the calculation gives 141.217 g mol⁻¹. The LUMO energy is 0.012 Eh. Its HOMO energy is -8.2 eV.

=====

In order of decreasing stability: #ii, #i.

=====

#i
Density functional theory data (ωB97M-V with the def2-TZVPD basis set) for a cluster of 2 separate species, CH5N3O2 in total.

Positions of all 11 atoms, in Å:
C -0.331 0.862 -1.044
N -0.020 -0.465 -0.707
N 0.476 -0.125 1.531
N 0.208 -0.825 0.557
O 0.726 -0.402 2.691
O -0.053 -2.715 0.391
H 0.433 1.639 -1.202
H -0.810 1.032 -1.979
H -1.181 1.315 -0.392
H 0.078 -1.278 -1.184
H 0.473 0.962 1.338

For the molar mass, the calculation gives 91.070 g mol⁻¹. The LUMO energy (alpha / beta) is -0.029 / -0.029 Eh. Its HOMO energy (alpha / beta) is -9.2 / -9.2 eV.

=====

#ii
Density functional theory data (ωB97M-V with the def2-TZVPD basis set) for the molecule CH5N3O2.

Positions of all 11 atoms, in Å:
N 0.935 -0.139 -1.809
C 0.273 0.217 -0.681
N 0.985 0.240 0.623
O 0.153 0.751 1.766
N -1.085 0.175 -0.553
O -1.387 -0.534 0.643
H 1.893 0.096 -1.496
H 1.970 0.749 0.621
H -0.749 0.097 1.648
H -1.948 -0.195 -1.318
H -1.041 -1.456 0.555

For the molar mass, the calculation gives 91.070 g mol⁻¹. The LUMO energy is 0.012 Eh. Its HOMO energy is -8.8 eV. Its SMILES is N=C(NO)NO.

=====

#iii
Density functional theory data (ωB97M-V with the def2-TZVPD basis set) for a cluster of 2 separate species, CH5N3O2 in total.

Positions of all 11 atoms, in Å:
O 1.788 -0.616 0.002
N 1.361 0.622 -0.504
N 0.983 1.555 0.144
O 0.891 1.302 1.570
H 1.389 -0.514 0.872
H 0.020 1.730 1.666
C -1.239 -1.190 -0.829
N -1.269 -0.242 -0.025
H -1.606 -1.044 -1.928
H -0.762 -2.157 -0.383
H -1.556 0.555 -0.587

For the molar mass, the calculation gives 91.070 g mol⁻¹. The LUMO energy is 0.033 Eh. Its HOMO energy is -10.6 eV. Its SMILES is O/N=N\O.C=N.

=====

In order of decreasing stability: #iii, #ii, #i.

=====

#i
Density functional theory data (ωB97M-V with the def2-TZVPD basis set) for a cluster of 2 separate species, C5H14NO in total.

Positions of all 21 atoms, in Å:
C 1.107 -2.184 -0.143
C -0.418 -2.048 -0.123
C -0.927 -0.861 -0.990
C -0.057 0.394 -0.913
C 0.986 1.979 0.458
N 0.131 0.806 0.443
H 1.387 -3.226 0.033
H 1.522 -1.954 -1.123
H 1.586 -1.612 0.617
H -0.862 -2.916 -0.605
H -0.749 -2.051 0.913
H -1.076 -1.261 -1.992
H -1.891 -0.563 -0.574
H 0.877 0.293 -1.473
H -0.592 1.155 -1.503
H 1.100 2.377 1.458
H 1.957 1.739 0.016
H 0.560 2.774 -0.168
H -1.094 1.783 1.580
H -2.187 2.889 1.896
O -1.359 2.489 2.192

For the molar mass, the calculation gives 104.173 g mol⁻¹. Its expectation value of S² is 0.754. The LUMO energy (alpha / beta) is 0.037 / -0.022 Eh. Its HOMO energy (alpha / beta) is -9.7 / -10.2 eV. Its spin multiplicity is 2.

=====

#ii
Density functional theory data (ωB97M-V with the def2-TZVPD basis set) for a cluster of 2 separate species, C5H14NO in total.

Positions of all 21 atoms, in Å:
C 0.569 -0.981 1.471
O 0.431 -0.516 0.163
C 0.213 0.125 2.466
C 1.172 1.364 2.220
H 1.597 -1.192 1.665
H -0.024 -1.927 1.665
H 0.253 -0.256 3.515
H -0.800 0.429 2.270
H 0.820 2.222 2.860
H 1.213 1.682 1.204
H 2.240 1.200 2.536
C -1.727 -0.872 -2.239
C -0.783 0.283 -2.149
N 0.542 -0.037 -2.669
H -1.308 -1.651 -1.589
H -2.675 -0.532 -1.785
H -1.891 -1.244 -3.274
H -1.196 1.205 -2.740
H -0.665 0.534 -1.092
H 1.116 0.834 -2.536
H 0.902 -0.672 -1.960

For the molar mass, the calculation gives 104.173 g mol⁻¹. Its expectation value of S² is 0.754. The LUMO energy (alpha / beta) is 0.034 / -0.067 Eh. Its HOMO energy (alpha / beta) is -9.1 / -9.1 eV. Its spin multiplicity is 2.

=====

In order of decreasing stability: #i, #ii.

=====

#i
Density functional theory data (ωB97M-V with the def2-TZVPD basis set) for a cluster of 2 separate species, C5H14NO in total.

Positions of all 21 atoms, in Å:
C 1.290 -0.579 1.784
C 1.878 0.215 0.625
C 0.848 0.981 -0.187
C -0.361 0.244 -0.726
C 0.802 -1.882 -1.394
N -0.044 -0.830 -1.657
H 2.029 -1.222 2.255
H 0.821 0.069 2.531
H 0.498 -1.252 1.435
H 2.564 0.946 1.059
H 2.539 -0.415 0.018
H 0.467 1.774 0.453
H 1.351 1.407 -1.052
H -1.126 -0.080 -0.004
H -0.879 0.992 -1.339
H 1.376 -2.320 -2.194
H 0.781 -2.352 -0.429
H -0.452 -0.772 -2.570
H -4.692 2.414 0.138
H -5.168 1.176 0.946
O -4.521 1.484 0.308

For the molar mass, the calculation gives 104.173 g mol⁻¹. Its expectation value of S² is 0.753. The LUMO energy (alpha / beta) is 0.030 / 0.030 Eh. Its HOMO energy (alpha / beta) is -6.1 / -9.3 eV. Its spin multiplicity is 2.

=====

#ii
Density functional theory data (ωB97M-V with the def2-TZVPD basis set) for a cluster of 2 separate species, C5H14NO in total.

Positions of all 21 atoms, in Å:
C -0.920 1.709 -0.557
C 0.281 1.114 -1.280
C -0.042 -0.293 -1.738
N 0.677 1.837 -2.504
H -1.096 1.078 0.332
H -0.700 2.743 -0.255
H -1.808 1.711 -1.222
H 1.121 1.041 -0.589
H 0.785 -0.686 -2.319
H -0.182 -0.879 -0.817
H -0.960 -0.305 -2.373
H 1.124 2.731 -2.454
H -0.134 1.887 -3.161
C -0.427 -1.566 1.964
O -0.060 -0.645 0.997
C 0.822 -1.847 2.858
H -0.690 -2.549 1.465
H -1.324 -1.301 2.563
H 0.695 -2.577 3.684
H 1.277 -0.929 3.251
H 1.561 -2.274 2.156

For the molar mass, the calculation gives 104.173 g mol⁻¹. Its expectation value of S² is 0.754. The LUMO energy (alpha / beta) is 0.036 / -0.065 Eh. Its HOMO energy (alpha / beta) is -8.6 / -8.6 eV. Its spin multiplicity is 2.

=====

In order of decreasing stability: #i, #ii.

=====

#i
Density functional theory data (ωB97M-V with the def2-TZVPD basis set) for the molecule C2H4Br2.

Positions of all 8 atoms, in Å:
Br 0.806 1.096 -1.667
C 0.449 0.612 0.183
C -0.290 -0.706 0.135
Br -2.176 -0.362 -0.709
H -0.097 1.385 0.724
H 1.428 0.472 0.641
H -0.331 -1.040 1.171
H 0.212 -1.456 -0.477

For the molar mass, the calculation gives 187.862 g mol⁻¹. The LUMO energy is 0.015 Eh. Its HOMO energy is -10.0 eV. Its SMILES is BrCCBr.

=====

#ii
Density functional theory data (ωB97M-V with the def2-TZVPD basis set) for the molecule C2H4Br2.

Positions of all 8 atoms, in Å:
Br 1.197 10.123 32.749
C 0.777 8.429 33.583
C 1.696 8.127 34.735
Br 1.459 9.350 36.207
H 0.870 7.666 32.814
H -0.259 8.507 33.900
H 2.734 8.221 34.425
H 1.543 7.119 35.113

For the molar mass, the calculation gives 187.862 g mol⁻¹. The LUMO energy is 0.029 Eh. Its HOMO energy is -10.1 eV. Its SMILES is BrCCBr.

=====

In order of decreasing stability: #ii, #i.

=====

#i
Density functional theory data (ωB97M-V with the def2-TZVPD basis set) for a cluster of 2 separate species, C3H10S2 in total.

Positions of all 15 atoms, in Å:
C -0.055 -0.371 2.543
S 1.416 -0.831 1.509
S 2.263 -2.222 2.844
H 0.150 0.639 2.890
H -1.074 -0.498 2.179
H 0.024 -1.048 3.399
H 3.508 -1.849 2.439
C -0.550 1.360 -2.622
C -1.104 0.196 -1.824
H 0.367 1.778 -2.191
H -0.216 0.955 -3.580
H -1.282 2.165 -2.753
H -1.763 -0.411 -2.439
H -1.429 0.587 -0.863
H -0.253 -0.450 -1.530

For the molar mass, the calculation gives 110.247 g mol⁻¹. The LUMO energy is 0.015 Eh. Its HOMO energy is -8.4 eV. Its SMILES is CSS.CC.

=====

#ii
Density functional theory data (ωB97M-V with the def2-TZVPD basis set) for a cluster of 2 separate species, C3H10S2 in total.

Positions of all 15 atoms, in Å:
C 1.465 -1.114 -0.730
S 1.425 0.250 0.498
C 3.256 0.505 0.785
H 1.653 -0.634 -1.698
H 2.103 -1.860 -0.233
H 0.457 -1.482 -0.836
H 3.735 -0.476 0.670
H 3.367 0.664 1.862
H 3.560 1.309 0.096
C -3.097 -0.508 -1.210
S -2.305 0.491 0.159
H -3.047 0.162 -2.055
H -4.094 -0.859 -0.940
H -2.519 -1.389 -1.546
H -1.204 0.397 0.917

For the molar mass, the calculation gives 110.247 g mol⁻¹. The LUMO energy is 0.027 Eh. Its HOMO energy is -8.5 eV. Its SMILES is CSC.CS.

=====

In order of decreasing stability: #i, #ii.